# 1
DFT (ωB97M-V/def2-TZVPD) results for a single C3H4ClF molecule.

Geometry as ORCA input:
```
! RIJCOSX wB97M-V def2-TZVPD def2/J DEFGRID3
* xyz 0 1
C 1.082 -0.219 -0.845
C 0.469 -0.404 0.315
C -0.818 0.350 0.523
F -0.971 1.460 -0.251
Cl -2.245 -0.750 0.035
H 2.124 -0.610 -0.858
H 0.628 0.271 -1.674
H 0.819 -0.931 1.171
H -1.087 0.832 1.584
*
```

Computed properties:
SMILES string: C=C[C@@H](F)Cl
Gap between HOMO and LUMO in Ha: 0.40905
ΔE to the lowest compared entry with this formula, charge and spin in kcal per mole: 13.3
E_tot in eV: -18414.49697
Highest occupied orbital energy in Eh: -0.380



# 2
DFT (ωB97M-V/def2-TZVPD) results for 8 unconnected molecules or ions with the total composition C30H73FO12S.

Geometry as ORCA input:
```
! RIJCOSX wB97M-V def2-TZVPD def2/J DEFGRID3
* xyz 0 1
C 6.153 2.983 2.134
C 7.098 1.656 2.383
O 6.561 0.407 1.817
C 5.159 0.177 2.209
C 4.218 0.459 0.897
C 2.937 -0.549 0.726
C 2.171 -0.947 2.119
C 0.539 -0.584 2.076
C 0.248 1.037 2.162
F 1.405 1.821 2.687
C -0.867 1.287 3.378
O -1.482 2.620 3.106
S -0.899 3.210 1.602
O 0.189 4.331 1.603
O -2.047 3.899 0.804
O -0.361 1.692 0.957
H 6.771 3.907 2.558
H 5.172 2.935 2.807
H 5.937 3.224 1.009
H 7.372 1.589 3.532
H 8.118 1.869 1.805
H 4.832 0.760 3.183
H 5.056 -0.976 2.485
H 4.916 0.280 -0.055
H 3.946 1.610 0.864
H 2.137 0.043 0.065
H 3.236 -1.489 0.053
H 2.212 -2.131 2.206
H 2.578 -0.420 3.082
H 0.010 -1.073 1.154
H 0.102 -1.066 3.068
H -0.289 1.458 4.385
H -1.616 0.363 3.445
C 1.014 -5.589 1.537
C 0.358 -4.394 0.864
C -0.476 -4.820 -0.333
O 1.367 -3.482 0.436
H 1.689 -6.106 0.846
H 1.621 -5.266 2.389
H 0.263 -6.303 1.892
H -0.275 -3.867 1.585
H 0.147 -5.310 -1.090
H -0.931 -3.948 -0.815
H -1.271 -5.510 -0.035
H 1.934 -3.941 -0.205
C -2.129 -9.485 4.488
C -2.383 -8.593 3.284
C -2.781 -9.408 2.063
O -1.203 -7.849 2.990
H -1.309 -10.185 4.291
H -1.832 -8.886 5.355
H -3.024 -10.060 4.749
H -3.175 -7.873 3.519
H -1.984 -10.105 1.781
H -2.949 -8.753 1.201
H -3.695 -9.980 2.252
H -0.495 -8.480 2.780
C -1.600 3.338 6.736
C -1.353 2.488 7.973
C -1.195 3.350 9.215
O -0.173 1.711 7.784
H -0.757 4.013 6.551
H -1.699 2.705 5.848
H -2.510 3.936 6.844
H -2.186 1.790 8.112
H -0.338 4.026 9.117
H -1.006 2.726 10.095
H -2.093 3.949 9.397
H 0.572 2.322 7.659
C -1.501 4.884 -3.752
C -0.556 5.832 -3.033
C 0.591 5.080 -2.377
O -1.277 6.554 -2.038
H -1.948 4.170 -3.051
H -2.328 5.437 -4.209
H -0.979 4.324 -4.535
H -0.157 6.564 -3.744
H 0.219 4.373 -1.627
H 1.257 5.774 -1.853
H 1.176 4.527 -3.119
H -1.635 5.912 -1.402
C 2.203 4.364 -6.373
C 3.097 3.312 -5.737
C 4.419 3.909 -5.282
O 3.348 2.272 -6.679
H 2.679 4.798 -7.260
H 1.260 3.918 -6.707
H 1.979 5.170 -5.668
H 2.583 2.861 -4.881
H 4.973 4.326 -6.130
H 5.057 3.138 -4.837
H 4.261 4.701 -4.544
H 3.804 2.663 -7.443
C -2.736 0.753 -3.138
C -3.523 0.163 -1.979
C -4.082 1.252 -1.078
O -2.672 -0.689 -1.216
H -1.882 1.337 -2.776
H -2.328 -0.042 -3.771
H -3.366 1.402 -3.754
H -4.342 -0.452 -2.365
H -3.276 1.854 -0.642
H -4.636 0.813 -0.241
H -4.753 1.916 -1.631
H -1.941 -0.152 -0.869
C -3.493 -2.342 -5.529
C -4.148 -1.146 -6.202
C -4.983 -1.572 -7.399
O -3.140 -0.234 -6.629
H -2.818 -2.859 -6.220
H -2.886 -2.019 -4.676
H -4.244 -3.055 -5.174
H -4.782 -0.619 -5.480
H -4.360 -2.062 -8.156
H -5.438 -0.701 -7.881
H -5.778 -2.263 -7.101
H -2.572 -0.693 -7.270
*
```

Computed properties:
SMILES string: CCOCCCCC[C@]1(F)COS(=O)(=O)O1.CC(C)O.CC(C)O.CC(C)O.CC(C)O.CC(C)O.CC(C)O.CC(C)O
Gap between HOMO and LUMO in Ha: 0.34336
E_tot in eV: -70408.80730
Highest occupied orbital energy in Eh: -0.350



# 3
DFT (ωB97M-V/def2-TZVPD) results for 3 unconnected molecules or ions with the total composition C5H17NO2.

Geometry as ORCA input:
```
! RIJCOSX wB97M-V def2-TZVPD def2/J DEFGRID3
* xyz 0 1
C 2.422 0.099 -0.451
C 1.373 -0.512 0.479
C 1.650 -2.003 0.606
C -0.106 -0.333 -0.047
C -1.297 -0.726 0.880
N -0.396 -0.835 -1.425
H 2.572 1.303 -0.376
H 2.154 -0.231 -1.461
H 3.357 -0.393 -0.209
H 1.275 -0.146 1.463
H 2.039 -2.168 1.692
H 0.826 -2.740 0.617
H 2.433 -2.314 -0.110
H -0.247 0.790 -0.191
H -2.099 -1.132 0.311
H -0.960 -1.442 1.611
H -1.835 0.132 1.637
H 0.479 -1.128 -1.789
H -0.958 -1.761 -1.418
O -2.538 2.674 1.222
H -1.690 2.246 1.487
H -3.149 1.942 1.204
O -1.803 3.302 -2.042
H -1.885 2.418 -2.508
H -1.617 2.956 -1.182
*
```

Computed properties:
SMILES string: CC(C)[C@H](C)N.O.O
Gap between HOMO and LUMO in Ha: 0.37170
ΔE to the lowest compared entry with this formula, charge and spin in kcal per mole: 47.2
E_tot in eV: -11044.20910
Highest occupied orbital energy in Eh: -0.351